The following is a quantum chemistry calculation of a 8-piece molecular cluster, C42H86Cl6N5O9P overall at a distorted geometry, from the OMol25 dataset.

```
149
Properties=species:S:1:pos:R:3:lowdin_charge:R:1
C -0.42618 -2.01134 -1.85223 -0.040
C -0.13727 -1.33173 -0.54873 -0.299
C -0.82417 0.03036 -0.34508 -0.166
O -0.56578 0.58610 0.95780 -0.173
C 0.19249 1.73280 0.85882 -0.156
N -0.38694 -2.37575 0.50154 0.204
H -1.28725 -2.41710 1.00136 0.113
H -0.56498 -3.22215 -0.05233 0.055
H 0.38174 -2.48908 1.14990 0.132
H -1.43130 -2.44303 -1.87911 0.086
H 0.16501 -2.88776 -2.11121 0.078
H -0.51492 -1.23033 -2.61035 0.089
H 0.94044 -1.17388 -0.47361 0.122
H -1.90183 -0.10165 -0.48644 0.098
H -0.67786 0.74199 -1.15974 0.100
H 1.26138 1.61103 0.66286 0.086
H 0.02683 2.25222 1.80662 0.075
H -0.14066 2.46411 0.11796 0.030
P -2.41556 -4.91366 0.14180 -0.112
O -2.57085 -3.96751 1.35378 -0.424
O -3.81125 -4.67350 -0.59652 -0.312
O -2.79273 -6.25581 0.77172 -0.294
O -1.14304 -4.89053 -0.66529 -0.402
C -5.26081 -2.50464 -2.85476 -0.009
C -6.07484 -1.67934 -1.78996 -0.462
C -6.79071 -0.51927 -2.47664 -0.153
C -7.95164 -1.01650 -3.36159 -0.197
C -8.99838 -1.78112 -2.56896 -0.133
C -8.35178 -2.86788 -1.63468 -0.491
N -7.11510 -2.37778 -1.01587 -0.059
O -6.65909 -3.06971 0.13527 0.009
C -9.38212 -3.17322 -0.53076 -0.049
C -8.11735 -4.14639 -2.42225 -0.039
C -4.94159 -0.98488 -0.97558 -0.045
H -5.89494 -2.93194 -3.63129 0.048
H -4.76305 -3.27269 -2.25854 0.066
H -4.56682 -1.88049 -3.41784 0.083
H -7.31371 0.04271 -1.69630 0.119
H -6.06879 0.15006 -2.94214 0.084
H -7.45846 -1.60338 -4.14228 0.097
H -8.45324 -0.29721 -4.01389 0.101
H -9.60263 -2.30771 -3.30922 0.110
H -9.61691 -1.02662 -2.08088 0.113
H -10.37425 -3.28752 -0.96961 0.077
H -9.07004 -4.03956 0.05033 0.079
H -9.46986 -2.33851 0.16613 0.082
H -7.70763 -4.95168 -1.80711 0.097
H -9.05934 -4.56246 -2.78625 0.080
H -7.38926 -4.21431 -3.23042 0.070
H -5.26917 -0.24760 -0.24047 0.081
H -4.34680 -0.35342 -1.64180 0.001
H -4.26480 -1.75016 -0.59313 0.080
C 3.93591 3.38765 -1.49395 -0.052
C 2.92627 3.80424 -2.56800 -0.512
C 3.46147 5.02579 -3.30213 -0.180
C 4.67222 4.64801 -4.15397 -0.186
C 4.17939 3.70163 -5.25031 -0.157
C 3.51820 2.43782 -4.68228 -0.528
N 2.66697 2.66020 -3.48046 -0.200
O 1.92926 1.58157 -2.88056 -0.314
C 2.66332 1.72429 -5.76213 -0.062
C 4.64146 1.43362 -4.44974 -0.068
C 1.68375 4.40599 -1.84872 -0.068
H 4.13901 4.23441 -0.82819 0.071
H 4.89961 3.06621 -1.88861 0.061
H 3.56251 2.64836 -0.78383 0.058
H 2.64185 5.36326 -3.94431 0.113
H 3.56497 5.91084 -2.67158 0.104
H 5.44838 4.20590 -3.52862 0.090
H 5.11670 5.53168 -4.61808 0.097
H 5.04301 3.47425 -5.87861 0.108
H 3.43239 4.18818 -5.88198 0.111
H 1.69005 2.21704 -5.79516 0.075
H 3.22472 1.78923 -6.69573 0.067
H 2.45775 0.69480 -5.47145 0.070
H 4.94793 0.99580 -5.40121 0.071
H 5.48586 2.02466 -4.08517 0.061
H 4.31539 0.68714 -3.72500 0.062
H 1.33563 3.78219 -1.02297 0.040
H 0.81818 4.43667 -2.51414 0.064
H 1.85220 5.41045 -1.45867 0.069
C 1.72975 -0.33677 4.62025 -0.026
C 1.13503 0.68903 5.61535 -0.484
C -0.14166 0.01723 6.17183 -0.147
C -0.74863 0.79254 7.34102 -0.159
C 0.39365 0.82536 8.45244 -0.140
C 1.61000 1.63701 7.95320 -0.510
N 2.10698 1.10108 6.67569 -0.049
O 3.28356 1.67987 6.19364 -0.028
C 1.42480 3.15219 7.91637 -0.017
C 2.62582 1.26873 9.04245 -0.058
C 0.63168 1.81951 4.76498 -0.049
H 2.03729 -1.17867 5.24081 0.093
H 2.55766 0.08323 4.05033 0.064
H 1.01929 -0.62639 3.84669 0.091
H -0.94195 -0.00646 5.43068 0.126
H -0.00677 -1.02178 6.47772 0.122
H -1.58954 0.32069 7.84756 0.107
H -0.93665 1.84310 7.11809 0.098
H 0.55991 -0.22287 8.70153 0.115
H -0.14460 1.24697 9.30237 0.111
H 2.42487 3.57542 7.81141 0.082
H 0.97300 3.46822 6.97560 0.067
H 0.89490 3.57359 8.76889 0.090
H 2.87416 0.21028 8.99353 0.089
H 3.53417 1.87424 9.06440 0.077
H 2.19494 1.55909 10.00305 0.082
H 0.09314 2.62916 5.25987 0.072
H 0.12520 1.41497 3.89174 0.079
H 1.51597 2.37944 4.44693 0.094
C 3.20987 -3.99025 -2.28109 -0.036
C 4.19932 -3.27126 -1.41430 -0.489
C 4.92369 -2.18002 -2.31545 -0.117
C 5.58765 -1.04631 -1.56389 -0.188
C 4.69715 -0.49662 -0.41689 -0.143
C 4.20119 -1.55657 0.56083 -0.447
N 3.47093 -2.61573 -0.31970 -0.043
O 2.66400 -3.42085 0.46566 -0.033
C 5.42375 -2.12371 1.26519 -0.043
C 3.27506 -0.79252 1.55603 -0.033
C 5.29387 -4.22039 -0.89282 -0.039
H 2.40212 -3.26116 -2.36128 0.080
H 2.89371 -4.94004 -1.85038 0.095
H 3.47957 -4.22908 -3.31052 0.091
H 5.70461 -2.61696 -2.94130 0.116
H 4.21887 -1.81481 -3.06533 0.112
H 6.00767 -0.15935 -2.04384 0.102
H 6.56650 -1.39607 -1.21902 0.090
H 3.82904 0.01242 -0.84047 0.115
H 5.32617 0.21777 0.11725 0.121
H 5.22768 -3.11019 1.68498 0.088
H 6.35208 -2.10242 0.69860 0.064
H 5.63777 -1.45861 2.10525 0.086
H 2.31760 -0.56114 1.08759 0.062
H 2.98945 -1.54766 2.29111 0.072
H 3.72843 0.08773 2.00537 0.091
H 5.52331 -4.92173 -1.69838 0.083
H 4.95248 -4.85882 -0.07746 0.086
H 6.24774 -3.75628 -0.64840 0.065
C -3.00554 4.39839 0.48253 -1.475
Cl -4.37888 5.51354 0.20699 0.507
Cl -1.69562 4.55103 -0.74851 0.563
Cl -3.51444 2.73375 0.40117 0.592
H -2.54640 4.71016 1.41600 0.016
C -3.56312 3.11693 -3.20091 -1.526
Cl -2.51476 3.90171 -4.36889 0.527
Cl -2.94947 1.42903 -2.88543 0.530
Cl -5.05363 2.82967 -4.02595 0.532
H -3.66199 3.66594 -2.27022 -0.059
```

Values from the calculation:
<S²>   6.028
HOMO energy (spin up / spin down)   -0.0248 / -0.0247 hartree
Energy above the lowest of the compared OMol25 structures with the same formula, charge and spin   0.000 eV
Multiplicity   5
Net charge   -2
F_max   0.09861 hartree/bohr